Entry from OMol25: one molecule with the formula C20H23N5O2 (the ωB97M-V functional and the def2-TZVPD basis).

HOMO	-8.061	eV
largest force on an atom	0.0186	Eh/bohr
LUMO	0.026	Eh
SMILES	CCOC(=O)[C@H]1CCCN(c2ncnc3c2cnn3-c2cccc(C)c2)C1
frontier orbital gap	8.7777	eV
E	-1200.22857	hartree

ORCA input file:
```
! RIJCOSX wB97M-V def2-TZVPD def2/J DEFGRID3
* xyz 0 1
C -6.01 -2.65 1.03
C -5.54 -2.47 -0.41
O -4.85 -1.23 -0.58
C -3.56 -1.21 -0.26
O -2.94 -2.16 0.15
C -2.93 0.16 -0.46
C -3.89 1.25 -0.92
C -3.16 2.59 -1.02
C -2.46 2.93 0.30
N -1.58 1.84 0.67
C -0.25 1.92 0.41
N 0.23 3.16 0.23
C 1.53 3.33 0.08
N 2.48 2.42 0.07
C 2.02 1.18 0.20
C 0.65 0.83 0.37
C 0.67 -0.59 0.39
N 1.89 -1.04 0.27
N 2.72 0.02 0.16
C 4.10 -0.18 0.03
C 4.97 0.89 -0.07
C 6.33 0.64 -0.21
C 6.81 -0.66 -0.24
C 5.93 -1.74 -0.15
C 6.46 -3.14 -0.19
C 4.58 -1.49 -0.01
C -2.28 0.60 0.87
H -6.64 -1.81 1.32
H -6.58 -3.56 1.11
H -5.15 -2.70 1.69
H -4.87 -3.29 -0.69
H -6.38 -2.43 -1.10
H -2.13 0.03 -1.20
H -4.33 0.99 -1.89
H -4.71 1.33 -0.20
H -3.86 3.38 -1.28
H -2.40 2.53 -1.81
H -1.86 3.83 0.20
H -3.20 3.06 1.09
H 1.85 4.36 -0.05
H -0.13 -1.30 0.45
H 4.59 1.90 -0.04
H 7.02 1.47 -0.28
H 7.87 -0.84 -0.35
H 7.24 -3.28 0.55
H 5.67 -3.86 -0.01
H 6.89 -3.35 -1.17
H 3.87 -2.30 0.07
H -1.61 -0.16 1.25
H -3.07 0.78 1.61
*
```